{
  "formula": "C36H84N4O8",
  "method": "ωB97M-V/def2-TZVPD",
  "elements": ["O", "H", "H", "O", "H", "H", "O", "H", "H", "O", "H", "H", "C", "C", "C", "C", "C", "C", "N", "O", "C", "C", "C", "H", "H", "H", "H", "H", "H", "H", "H", "H", "H", "H", "H", "H", "H", "H", "H", "H", "H", "H", "C", "C", "C", "C", "C", "C", "N", "O", "C", "C", "C", "H", "H", "H", "H", "H", "H", "H", "H", "H", "H", "H", "H", "H", "H", "H", "H", "H", "H", "H", "C", "C", "C", "C", "C", "C", "N", "O", "C", "C", "C", "H", "H", "H", "H", "H", "H", "H", "H", "H", "H", "H", "H", "H", "H", "H", "H", "H", "H", "H", "C", "C", "C", "C", "C", "C", "N", "O", "C", "C", "C", "H", "H", "H", "H", "H", "H", "H", "H", "H", "H", "H", "H", "H", "H", "H", "H", "H", "H", "H"],
  "coordinates": [[0.11004, 2.08259, -0.69085], [0.36407, 2.13932, -1.61198], [-0.68122, 1.54395, -0.69285], [-2.34221, 3.76761, -2.20866], [-1.94949, 4.37649, -1.58314], [-1.59609, 3.37194, -2.65919], [0.88743, 4.28791, 1.14368], [0.98773, 3.42762, 0.73617], [1.69704, 4.75113, 0.92874], [-0.25883, 2.52885, -3.44439], [0.19739, 3.09205, -4.06961], [-0.60944, 1.81447, -3.97634], [6.05177, 5.77148, 0.32474], [5.89877, 4.29108, 0.08371], [4.87869, 3.86973, 1.19972], [4.29850, 2.41529, 1.12386], [3.85257, 2.05059, -0.29233], [4.80337, 2.55166, -1.46799], [5.36177, 3.89348, -1.27010], [6.24615, 4.22969, -2.23371], [5.87937, 1.45876, -1.51901], [4.05308, 2.56353, -2.82499], [7.27633, 3.55461, 0.33282], [5.12127, 6.30684, 0.51359], [6.47890, 6.42200, -0.43846], [6.64792, 5.99522, 1.20941], [5.48339, 3.91011, 2.10570], [4.00188, 4.51102, 1.28939], [3.45129, 2.46110, 1.80813], [4.96838, 1.60446, 1.41007], [2.83195, 2.41398, -0.41225], [3.66906, 0.97616, -0.29748], [6.70626, 1.77718, -2.15380], [6.24947, 1.24357, -0.51661], [5.50288, 0.54287, -1.97454], [3.76959, 1.54057, -3.07260], [3.26660, 3.31007, -2.71446], [4.65810, 2.96638, -3.63724], [7.81798, 3.47317, -0.60957], [7.24392, 2.51801, 0.66826], [7.87727, 4.09780, 1.06214], [5.87763, 5.01886, -2.63744], [-1.42691, -1.59870, 6.50452], [-1.26751, -0.83658, 5.10224], [-2.23415, 0.37369, 5.21138], [-2.19180, 1.44554, 4.10522], [-0.70450, 1.91001, 4.06655], [0.39982, 0.74092, 3.97279], [0.15490, -0.32430, 4.97699], [1.05435, -1.31899, 4.93972], [0.51184, 0.24992, 2.57155], [1.73824, 1.43579, 4.42720], [-1.76334, -1.87772, 4.08223], [-2.48573, -1.71758, 6.73446], [-0.85944, -1.05341, 7.25867], [-1.09098, -2.63522, 6.47485], [-3.18772, -0.15399, 5.23037], [-2.26381, 0.79583, 6.21588], [-2.72554, 2.38540, 4.24624], [-2.42639, 1.05248, 3.11600], [-0.51468, 2.61947, 4.87200], [-0.74209, 2.51532, 3.16085], [0.98558, 0.99047, 1.92714], [1.02198, -0.70528, 2.44726], [-0.49029, 0.03257, 2.20196], [1.73254, 1.80755, 5.45182], [2.64486, 0.83073, 4.43446], [1.89873, 2.31079, 3.79736], [-1.13051, -2.76427, 4.04145], [-1.90866, -1.52959, 3.05960], [-2.74495, -2.15625, 4.46558], [1.25704, -1.34284, 5.87777], [-5.54353, -3.82447, -1.32461], [-5.89854, -2.38560, -1.82069], [-7.02298, -1.87831, -0.85334], [-7.24195, -0.34397, -0.93826], [-5.87340, 0.29464, -0.46365], [-4.68141, -0.08224, -1.44072], [-4.67832, -1.51769, -1.73908], [-3.76573, -1.79879, -2.71614], [-4.76158, 0.84689, -2.64964], [-3.40533, 0.14772, -0.67688], [-6.51756, -2.37827, -3.22626], [-5.15428, -4.48638, -2.09821], [-6.41655, -4.24751, -0.82764], [-4.81888, -3.76638, -0.51245], [-7.92432, -2.39177, -1.18808], [-6.81051, -2.20067, 0.16600], [-8.02499, -0.14834, -0.20568], [-7.49962, 0.01327, -1.93530], [-5.59387, 0.08891, 0.56962], [-6.06379, 1.35681, -0.61740], [-3.99687, 0.76243, -3.42177], [-5.73260, 0.73946, -3.13304], [-4.71035, 1.87784, -2.29949], [-3.45209, 1.08535, -0.12302], [-3.25680, -0.58135, 0.11968], [-2.53003, 0.29151, -1.31034], [-7.32264, -3.10660, -3.32364], [-5.79913, -2.67789, -3.98927], [-6.88447, -1.39225, -3.51128], [-2.94565, -1.88388, -2.22440], [1.16400, -2.93893, -3.92981], [0.45009, -3.88459, -2.96012], [1.45722, -5.07037, -2.63168], [2.57538, -4.55987, -1.62880], [1.85220, -4.08548, -0.37517], [0.85002, -2.93765, -0.58826], [-0.00685, -3.12612, -1.74510], [-0.99138, -2.15830, -1.99123], [-0.08626, -3.09753, 0.61578], [1.61055, -1.49022, -0.68462], [-0.79175, -4.48282, -3.62138], [0.50741, -2.11226, -4.20113], [1.54451, -3.48454, -4.79330], [2.06314, -2.44510, -3.56132], [0.95122, -5.96642, -2.27228], [2.01432, -5.44548, -3.49018], [3.12056, -3.74445, -2.10414], [3.33637, -5.28211, -1.33322], [2.65111, -3.68674, 0.25002], [1.37889, -4.86308, 0.22435], [-0.70760, -3.98342, 0.48453], [0.50770, -3.03041, 1.52727], [-0.72387, -2.21528, 0.67227], [2.43752, -1.35549, 0.01258], [2.09520, -1.32915, -1.64757], [0.92598, -0.64231, -0.66186], [-1.53744, -3.75726, -3.94635], [-1.33407, -5.07455, -2.88392], [-0.71215, -5.13488, -4.49119], [-0.54543, -1.43260, -2.43404]],
  "mulliken_charge": [0.136, 0.166, -0.006, -0.605, 0.299, 0.365, -0.690, 0.252, 0.289, -0.620, 0.251, 0.263, -1.786, 1.674, -1.269, 0.087, -0.287, 2.065, 0.046, -0.482, -1.911, -1.944, -1.718, 0.382, 0.413, 0.381, 0.448, 0.109, -0.361, 0.416, -0.202, 0.079, 0.353, 0.351, 0.432, 0.304, 0.468, 0.442, 0.349, 0.338, 0.434, 0.367, -1.990, 1.429, -1.460, -0.347, -1.216, 1.758, 0.321, -0.434, -1.092, -2.054, -1.288, 0.442, 0.471, 0.399, 0.545, 0.432, 0.488, -0.088, 0.521, 0.218, 0.125, 0.450, -0.223, 0.502, 0.373, 0.407, 0.392, -0.042, 0.499, 0.391, -1.874, 1.292, -1.295, -0.777, -1.144, 1.716, 0.935, -0.470, -1.829, -2.389, -1.735, 0.352, 0.409, 0.416, 0.518, 0.449, 0.383, 0.384, 0.445, 0.423, 0.158, 0.435, 0.467, 0.736, 0.602, 0.040, 0.466, 0.344, 0.368, 0.401, -1.790, 1.577, -1.167, -0.755, -1.284, 1.820, -0.230, 0.000, -1.963, -1.906, -1.886, 0.297, 0.482, 0.341, 0.361, 0.487, 0.286, 0.452, 0.484, 0.486, 0.576, 0.508, -0.018, 0.550, 0.349, 0.399, 0.317, 0.450, 0.367, 0.171],
  "smiles": "CC1(C)CCCC(C)(C)N1O.CC1(C)CCCC(C)(C)N1O.CC1(C)CCCC(C)(C)N1O.CC1(C)CCCC(C)(C)N1O.O.O.O.O",
  "lumo_ev": -0.22,
  "largest_force_ev_per_a": 5.25,
  "e_above_lowest_ev": 3.0517,
  "orbital_gap_ev": 7.383,
  "homo_energy_ev": -7.60,
  "molar_mass_g_mol": 701.09
}

{
  "formula": "CH30O18",
  "method": "ωB97M-V/def2-TZVPD",
  "elements": ["C", "O", "O", "O", "O", "H", "H", "O", "H", "H", "O", "H", "H", "O", "H", "H", "O", "H", "H", "O", "H", "H", "O", "H", "H", "O", "H", "H", "O", "H", "H", "O", "H", "H", "O", "H", "H", "O", "H", "H", "O", "H", "H", "O", "H", "H", "O", "H", "H"],
  "coordinates": [[22.81551, -15.36411, -15.02578], [23.41350, -14.89000, -16.24411], [23.20304, -16.52297, -14.59078], [22.15231, -14.46605, -14.37673], [22.26532, -12.74469, -17.02779], [22.97621, -12.42571, -17.59143], [22.62711, -13.58395, -16.73993], [24.02659, -16.51735, -12.21695], [24.01611, -17.47018, -12.02297], [24.05806, -16.44330, -13.18292], [24.34052, -17.26222, -17.07396], [23.78713, -17.54823, -17.77046], [23.94854, -16.44532, -16.77404], [25.93481, -14.87896, -17.58392], [25.08469, -14.88417, -17.09872], [26.44723, -15.61982, -17.29562], [22.14951, -14.71165, -11.91580], [21.29088, -14.87263, -11.52157], [22.08679, -14.84797, -12.90377], [20.08470, -14.20309, -15.95000], [19.74594, -15.11043, -16.00067], [20.94924, -14.22442, -15.50678], [24.73025, -12.93120, -15.26967], [24.13620, -13.65432, -15.58937], [25.57769, -13.31392, -15.44108], [20.80446, -17.10737, -13.25816], [21.60534, -16.99246, -13.79041], [20.40023, -16.25574, -13.13996], [24.44613, -18.79897, -14.38449], [24.33855, -19.43586, -15.08074], [24.00450, -18.01481, -14.67219], [21.46606, -17.88974, -16.15784], [21.90131, -18.16580, -16.97081], [22.07999, -17.16482, -15.92902], [21.84509, -15.75930, -18.09955], [22.30792, -15.39363, -17.33328], [22.33666, -15.58971, -18.90006], [25.89106, -16.36492, -14.85994], [26.07468, -17.17287, -15.27170], [24.91106, -16.26417, -15.02310], [24.73684, -13.41981, -12.54911], [24.47408, -12.64540, -12.06042], [24.35901, -13.28709, -13.48391], [22.24045, -11.90309, -13.69245], [22.32128, -12.82010, -14.05343], [22.43981, -11.88888, -12.75634], [19.41145, -14.67551, -13.39954], [19.12249, -13.75982, -13.16237], [19.77823, -14.62527, -14.30264]],
  "mulliken_charge": [1.486, 0.383, -0.574, 0.110, -0.729, 0.298, 0.315, -0.650, 0.250, 0.364, -0.586, 0.312, -0.001, -0.719, 0.146, 0.280, -0.655, 0.271, 0.028, -0.829, 0.349, 0.208, -0.795, 0.051, 0.381, -0.754, 0.254, 0.307, -0.682, 0.302, 0.423, -0.701, 0.299, -0.128, -0.697, 0.128, 0.279, -0.671, 0.430, -0.116, -0.597, 0.274, 0.350, -0.748, 0.253, 0.329, -0.743, 0.325, 0.190],
  "lumo_ev": 5.02,
  "largest_force_ev_per_a": 4.46,
  "total_charge": -2,
  "e_above_lowest_ev": 2.1411,
  "orbital_gap_ev": 8.048,
  "homo_energy_ev": -3.03,
  "molar_mass_g_mol": 330.23
}